1.
{
  "formula": "C25H58NO6PS2Si2",
  "method": "ωB97M-V/def2-TZVPD",
  "species": ["C", "C", "C", "C", "C", "C", "C", "C", "C", "C", "C", "C", "C", "C", "C", "C", "Si", "C", "O", "Si", "P", "N", "O", "H", "H", "H", "H", "H", "H", "H", "H", "H", "H", "H", "H", "H", "H", "H", "H", "H", "H", "H", "H", "H", "H", "H", "H", "H", "H", "H", "H", "H", "H", "H", "H", "H", "H", "H", "H", "H", "H", "H", "H", "H", "H", "C", "C", "C", "S", "O", "O", "C", "H", "H", "H", "H", "H", "H", "H", "H", "C", "C", "C", "S", "O", "O", "C", "H", "H", "H", "H", "H", "H", "H", "H"],
  "xyz": [[5.52, -0.70, 0.93], [4.90, -0.40, -0.43], [4.62, -1.63, -1.27], [3.54, -2.55, -0.71], [2.15, -1.91, -0.73], [1.36, -2.22, -1.99], [0.35, -1.10, -2.28], [-0.97, -1.60, -2.86], [-1.98, -2.12, -1.83], [-2.36, -1.13, -0.75], [-3.23, 0.01, -1.28], [-3.18, 1.23, -0.34], [-3.01, 2.56, -1.04], [-1.54, 2.92, -1.17], [-0.73, 1.85, -1.89], [0.78, 2.13, -1.80], [1.44, 3.23, -3.17], [2.82, 2.38, -4.14], [1.86, 4.77, -2.67], [2.78, 4.95, -1.29], [4.57, 3.61, -1.19], [3.95, 2.04, -0.86], [5.25, 4.11, 0.26], [6.33, -1.42, 0.86], [4.80, -1.01, 1.68], [5.96, 0.22, 1.30], [5.60, 0.23, -0.98], [3.99, 0.17, -0.27], [4.35, -1.29, -2.27], [5.54, -2.21, -1.34], [3.51, -3.44, -1.32], [3.80, -2.81, 0.31], [1.60, -2.20, 0.16], [2.26, -0.84, -0.67], [2.01, -2.33, -2.85], [0.80, -3.15, -1.88], [0.80, -0.44, -3.02], [0.20, -0.55, -1.35], [-1.45, -0.85, -3.48], [-0.72, -2.42, -3.52], [-1.59, -3.04, -1.40], [-2.88, -2.38, -2.37], [-1.50, -0.75, -0.21], [-2.95, -1.67, -0.01], [-4.25, -0.31, -1.41], [-2.78, 0.31, -2.22], [-2.33, 1.10, 0.32], [-4.05, 1.22, 0.31], [-3.46, 2.57, -2.03], [-3.48, 3.33, -0.45], [-1.42, 3.86, -1.71], [-1.10, 3.07, -0.19], [-1.07, 1.74, -2.92], [-0.89, 0.93, -1.35], [0.98, 2.48, -0.80], [1.30, 1.17, -1.89], [0.33, 3.41, -4.15], [3.80, 2.83, -3.99], [2.58, 2.46, -5.19], [2.82, 1.33, -3.88], [3.32, 6.33, -1.28], [1.87, 4.84, -0.11], [3.31, 1.98, -0.07], [4.72, 1.39, -0.75], [4.82, 3.62, 0.98], [4.28, -4.65, 4.18], [2.91, -4.89, 4.83], [2.22, -3.53, 4.99], [2.87, -2.49, 3.67], [3.63, -1.42, 4.25], [1.83, -2.24, 2.71], [4.01, -3.70, 3.01], [4.74, -5.58, 3.84], [4.95, -4.18, 4.89], [2.31, -5.54, 4.19], [3.01, -5.39, 5.80], [1.14, -3.60, 4.88], [2.48, -3.06, 5.93], [4.90, -3.20, 2.64], [3.51, -4.22, 2.19], [-9.50, 1.43, 1.80], [-8.62, 0.56, 2.71], [-7.30, 0.32, 1.96], [-7.07, 1.74, 0.88], [-7.14, 1.29, -0.49], [-5.96, 2.53, 1.36], [-8.61, 2.55, 1.30], [-10.37, 1.82, 2.34], [-9.87, 0.83, 0.96], [-8.42, 1.09, 3.64], [-9.10, -0.38, 2.96], [-6.45, 0.25, 2.63], [-7.35, -0.57, 1.33], [-9.00, 3.05, 0.41], [-8.39, 3.27, 2.08]],
  "homo_lumo_gap_ev": 8.7,
  "total_charge": 0,
  "molar_mass_g_mol": 620.0,
  "lumo_ev": 0.480,
  "e_homo_ha": -0.3015,
  "energy_ev": -87357.354
}



2.
{
  "formula": "C3HNO2S",
  "method": "ωB97M-V/def2-TZVPD",
  "species": ["C", "C", "C", "H", "N", "O", "O", "S"],
  "xyz": [[0.44, 0.58, 0.36], [-0.39, -0.64, -0.17], [-0.43, -0.90, -1.58], [0.89, 1.57, 2.04], [-0.71, -0.97, -2.73], [0.21, 0.89, 1.66], [1.29, 1.09, -0.39], [-1.29, -1.62, 0.80]],
  "homo_lumo_gap_ev": 7.6,
  "e_above_lowest_ev": 0.674,
  "total_charge": 0,
  "molar_mass_g_mol": 115.1,
  "smiles": "N#CC(=S)C(=O)O",
  "lumo_ev": -2.473,
  "e_homo_ha": -0.3707,
  "energy_ev": -19545.778
}